{"formula": "C21H26N2O4S", "method": "ωB97M-V/def2-TZVPD", "total_charge": 0, "homo_lumo_gap_ev": 8.835, "smiles": "Cc1ccc(NC(=O)CCc2ccc(S(=O)(=O)N3CCOCC3)cc2)c(C)c1", "relative_energy_kcal_mol": 8.7, "multiplicity": 1, "energy_ha": -1624.4959, "species": ["C", "C", "C", "C", "C", "N", "C", "O", "C", "C", "C", "C", "C", "C", "S", "O", "O", "N", "C", "C", "O", "C", "C", "C", "C", "C", "C", "C", "H", "H", "H", "H", "H", "H", "H", "H", "H", "H", "H", "H", "H", "H", "H", "H", "H", "H", "H", "H", "H", "H", "H", "H", "H", "H"], "positions_angstrom": [[-0.359, 3.870, -2.977], [0.120, 2.491, -2.640], [-0.297, 1.858, -1.477], [0.127, 0.579, -1.174], [0.985, -0.095, -2.035], [1.473, -1.376, -1.718], [0.900, -2.304, -0.910], [-0.216, -2.217, -0.445], [1.832, -3.470, -0.593], [2.880, -2.998, 0.440], [2.171, -2.105, 1.420], [2.249, -0.722, 1.290], [1.396, 0.098, 2.006], [0.478, -0.474, 2.862], [-0.783, 0.570, 3.570], [-1.486, -0.147, 4.599], [-0.230, 1.851, 3.901], [-1.780, 0.799, 2.218], [-2.753, 1.845, 2.489], [-3.601, 2.071, 1.239], [-4.253, 0.887, 0.849], [-3.321, -0.137, 0.590], [-2.441, -0.427, 1.808], [0.440, -1.839, 3.070], [1.292, -2.654, 2.348], [1.421, 0.523, -3.212], [2.352, -0.181, -4.157], [0.977, 1.806, -3.491], [0.340, 4.375, -3.641], [-0.484, 4.466, -2.076], [-1.325, 3.816, -3.481], [-0.951, 2.372, -0.789], [-0.201, 0.102, -0.266], [2.357, -1.613, -2.143], [1.223, -4.264, -0.162], [2.320, -3.846, -1.493], [3.318, -3.865, 0.937], [3.678, -2.446, -0.058], [2.951, -0.285, 0.594], [1.408, 1.170, 1.892], [-2.199, 2.743, 2.763], [-3.405, 1.553, 3.326], [-4.385, 2.804, 1.435], [-2.958, 2.429, 0.421], [-3.900, -1.022, 0.326], [-2.679, 0.144, -0.257], [-1.682, -1.162, 1.537], [-3.054, -0.821, 2.632], [-0.276, -2.239, 3.769], [1.247, -3.725, 2.473], [3.336, -0.325, -3.705], [1.955, -1.156, -4.439], [2.485, 0.406, -5.061], [1.310, 2.286, -4.401]], "nbo_charge": [-0.628, -0.009, -0.208, -0.237, 0.196, -0.640, 0.695, -0.616, -0.489, -0.434, 0.102, -0.252, -0.161, -0.347, 2.312, -0.944, -0.939, -0.661, -0.275, -0.069, -0.520, -0.073, -0.284, -0.164, -0.241, -0.052, -0.638, -0.202, 0.214, 0.218, 0.221, 0.209, 0.246, 0.399, 0.235, 0.218, 0.225, 0.208, 0.219, 0.245, 0.236, 0.193, 0.201, 0.161, 0.203, 0.174, 0.238, 0.198, 0.245, 0.216, 0.207, 0.220, 0.228, 0.203]}